1.
A molecular structure, C29H49Cl2FMgNO11S at a distorted geometry. Source: the Open Molecules 2025 dataset; level of theory: wB97M-V/def2-TZVPD.

```
95
Properties=species:S:1:pos:R:3
C 5.727 3.243 2.154
C 6.750 2.609 1.156
C 7.496 3.678 0.304
C 7.863 1.998 2.088
C 6.193 1.408 0.358
C 5.069 1.646 -0.689
C 5.658 1.264 -2.088
C 4.514 3.080 -0.838
C 3.837 0.725 -0.501
C 2.999 0.407 -1.566
C 1.887 -0.381 -1.389
C 1.533 -0.898 -0.154
O 0.406 -1.672 -0.083
C -0.485 -1.322 0.972
C -1.864 -0.892 0.435
O -2.563 -0.365 1.556
C -3.662 0.422 1.163
C -3.404 1.943 1.309
C -4.474 2.665 0.483
C -4.060 3.365 -0.864
C -5.436 4.000 -1.268
N -6.173 4.201 0.027
C -5.252 3.813 1.114
O -5.218 4.346 2.195
C 2.370 -0.607 0.904
C 3.472 0.195 0.722
H 4.903 2.522 2.260
H 6.166 3.396 3.145
H 5.292 4.167 1.755
H 8.347 4.084 0.863
H 7.782 3.271 -0.673
H 6.805 4.510 0.118
H 8.646 1.569 1.448
H 8.288 2.833 2.657
H 7.422 1.251 2.760
H 5.925 0.642 1.096
H 7.051 0.974 -0.180
H 6.077 0.252 -2.093
H 4.972 1.471 -2.911
H 6.517 1.947 -2.235
H 4.036 3.471 0.065
H 3.730 3.047 -1.609
H 5.259 3.791 -1.219
H 3.154 0.777 -2.574
H 1.268 -0.604 -2.258
H -0.669 -2.211 1.594
H -0.138 -0.510 1.619
H -1.743 -0.145 -0.367
H -2.398 -1.768 0.037
H -4.034 0.206 0.147
H -4.505 0.206 1.864
H -3.470 2.251 2.360
H -2.393 2.205 0.965
H -5.262 1.898 0.320
H -3.720 2.521 -1.467
H -3.274 4.115 -0.566
H -5.213 4.963 -1.735
H -6.030 3.299 -1.872
H -6.859 3.444 0.050
H 2.136 -1.028 1.883
H 4.090 0.407 1.592
Mg -7.277 6.013 0.814
O -3.337 -4.147 0.094
S -3.216 -5.543 -0.182
O -3.317 -6.047 -1.519
O -4.220 -6.345 0.755
C -5.615 -5.996 0.708
C -6.292 -6.485 -0.559
C -1.718 -6.139 0.526
H -5.735 -4.919 0.834
H -6.075 -6.471 1.573
H -5.895 -5.981 -1.440
H -7.365 -6.293 -0.516
H -6.125 -7.555 -0.697
H -1.648 -5.786 1.552
H -0.898 -5.741 -0.069
H -1.716 -7.225 0.483
C -5.458 3.360 -5.206
Cl -6.307 4.794 -4.607
Cl -5.280 2.123 -3.957
H -6.025 2.942 -6.030
H -4.471 3.655 -5.545
C -5.012 -2.492 3.551
O -4.846 -1.292 3.206
O -4.101 -3.343 2.928
O -5.830 -2.985 4.327
H -3.670 -2.617 2.438
F -1.797 4.606 -1.150
C 3.985 -3.988 -1.151
C 5.349 -3.408 -0.667
O 5.843 -3.989 0.314
O 5.755 -2.439 -1.332
H 3.674 -4.831 -0.538
H 3.225 -3.208 -1.092
H 4.074 -4.322 -2.185
```

lowest unoccupied orbital energy: -4.072 eV
HOMO-LUMO gap: 0.0371 Ha
net charge: -1
E: -3635.08251 a.u.
HOMO: -5.1 eV

2.
A molecular structure, C29H50BiN6O4Se. Source: the Open Molecules 2025 dataset; level of theory: wB97M-V/def2-TZVPD.

```
91
Properties=species:S:1:pos:R:3
Bi 0.202 1.098 -1.652
C 1.730 -1.099 3.388
C 1.821 -1.715 1.992
C 0.675 -2.704 1.731
C -0.805 -2.235 1.690
C -1.477 -2.863 0.476
C -1.526 -2.605 2.982
N -0.885 -0.714 1.544
C -2.237 -0.184 1.147
C -2.464 1.254 1.588
N -1.782 2.269 0.785
C -2.673 2.722 -0.302
C -3.021 1.544 -1.217
O -4.099 0.985 -1.084
O -2.087 1.171 -2.027
C -1.325 3.412 1.630
C -2.438 4.373 2.045
C -0.154 4.150 0.969
C 1.242 3.684 1.413
C 1.450 4.065 2.888
C 2.304 4.393 0.574
N 1.331 2.220 1.167
C 2.433 1.563 1.878
C 2.956 0.324 1.166
N 1.979 -0.750 0.867
C 2.525 -1.511 -0.276
C 2.583 -0.847 -1.663
O 2.833 -1.606 -2.587
O 2.394 0.423 -1.760
H 1.584 -1.903 4.111
H 0.917 -0.382 3.525
H 2.650 -0.588 3.660
H 2.724 -2.345 2.023
H 0.744 -3.476 2.500
H 0.872 -3.220 0.795
H -1.301 -3.938 0.506
H -1.031 -2.487 -0.447
H -2.554 -2.699 0.454
H -1.481 -3.685 3.113
H -2.579 -2.324 2.974
H -1.044 -2.148 3.850
H -0.642 -0.321 2.453
H -0.119 -0.408 0.910
H -2.977 -0.803 1.648
H -2.352 -0.321 0.076
H -2.140 1.346 2.631
H -3.550 1.406 1.587
H -2.168 3.499 -0.878
H -3.607 3.122 0.101
H -0.952 2.949 2.549
H -2.771 4.990 1.211
H -2.064 5.041 2.821
H -3.305 3.845 2.449
H -0.229 5.216 1.195
H -0.241 4.061 -0.114
H 1.331 5.143 3.008
H 2.452 3.812 3.232
H 0.737 3.574 3.554
H 2.173 5.474 0.636
H 2.242 4.088 -0.469
H 3.311 4.168 0.928
H 0.453 1.818 1.473
H 2.169 1.360 2.917
H 3.277 2.252 1.916
H 3.806 -0.090 1.729
H 3.336 0.665 0.208
H 1.948 -2.417 -0.440
H 3.549 -1.844 -0.053
C 1.675 -2.511 -5.100
N 0.414 -2.508 -4.369
C -0.266 -1.434 -3.975
Se 0.099 0.364 -4.299
N -1.354 -1.838 -3.288
C -1.382 -3.227 -3.238
C -2.278 -4.128 -2.680
C -1.974 -5.470 -2.820
C -0.822 -5.897 -3.491
C 0.064 -4.997 -4.055
C -0.243 -3.650 -3.916
H 2.114 -1.522 -5.027
H 1.491 -2.781 -6.139
H 2.348 -3.218 -4.623
H -2.077 -1.184 -3.012
H -3.177 -3.799 -2.177
H -2.648 -6.211 -2.409
H -0.625 -6.956 -3.578
H 0.948 -5.326 -4.582
C 0.697 3.043 -2.603
H -0.072 3.246 -3.346
H 1.667 2.902 -3.077
H 0.745 3.856 -1.889
```

relative energy (zero: lowest compared OMol25 entry of this formula, charge and spin): 7.93 kJ/mol
lowest unoccupied orbital energy: -2.324 eV
HOMO-LUMO gap: 0.3146 Ha
net charge: +1
E: -4380.43231 a.u.
HOMO: -10.9 eV

Q: What is the lowest unoccupied orbital energy in the second record?
A: -2.324 eV